[1]
Computed, not measured: C3H8OSi in the gas phase at a distorted geometry, with ωB97M-V/def2-TZVPD.

Results
ΔE to the lowest compared entry with this formula, charge and spin: 30.9 kcal/mol
LUMO energy: 0.0358 hartree
molecular weight: 88.18 Da
SMILES: C/C=C/O[SiH3]
highest occupied orbital energy: -0.334 Eh

Element x y z (Å)
C (-0.96, 0.01, -0.16)
C (-0.15, -0.43, 0.81)
C (-2.37, -0.10, -0.30)
O (1.33, -0.53, 0.67)
Si (2.51, 0.36, 0.01)
H (-0.44, 0.32, -1.09)
H (-0.39, -0.93, 1.74)
H (-2.79, 0.93, -0.48)
H (-2.47, -0.66, -1.19)
H (-2.89, -0.59, 0.54)
H (1.99, 1.09, -1.15)
H (3.26, 1.38, 0.81)
H (3.36, -0.85, -0.20)

These are the Mulliken partial charges, in e, on atoms 1 to 6: atom 1 (C): 0.079, atom 2 (C): -0.193, atom 3 (C): -1.003, atom 4 (O): -0.197, atom 5 (Si): 0.336, atom 6 (H): 0.167



[2]
Computed, not measured: C3H8OSi in the gas phase at a distorted geometry, with ωB97M-V/def2-TZVPD.

Results
ΔE to the lowest compared entry with this formula, charge and spin: 33.7 kcal/mol
LUMO energy: 0.0107 hartree
molecular weight: 88.18 Da
SMILES: C[SiH](C)C=O
highest occupied orbital energy: -0.345 Eh

Element x y z (Å)
C (-1.55, -0.96, 0.05)
C (-0.04, 1.75, 0.30)
C (1.33, -0.99, -0.54)
O (-1.74, -1.42, -1.07)
Si (0.02, -0.08, 0.54)
H (-2.36, -1.28, 0.78)
H (-0.90, 2.25, 0.88)
H (0.99, 2.22, 0.51)
H (-0.34, 2.05, -0.74)
H (0.72, -0.88, -1.44)
H (2.21, -0.50, -0.99)
H (1.43, -1.96, -0.23)
H (0.24, -0.19, 1.95)

These are the Mulliken partial charges, in e, on atoms 1 to 6: atom 1 (C): -0.024, atom 2 (C): -0.860, atom 3 (C): -1.013, atom 4 (O): -0.425, atom 5 (Si): 0.371, atom 6 (H): 0.337



[3]
Computed, not measured: C3H8P2 in the gas phase at a distorted geometry, with ωB97M-V/def2-TZVPD.

Results
ΔE to the lowest compared entry with this formula, charge and spin: 99.9 kcal/mol
LUMO energy (alpha / beta): -0.0446 / -0.0273 hartree
molecular weight: 106.04 Da
highest occupied orbital energy (alpha / beta): -0.301 / -0.308 Eh

Element x y z (Å)
C (1.80, 1.14, -1.87)
C (-0.93, 1.05, 1.31)
C (-0.44, -0.20, 0.51)
P (1.48, -0.19, 0.66)
P (1.81, -0.46, -1.39)
H (0.72, 1.37, -1.72)
H (-0.59, 1.89, 0.74)
H (-1.96, 0.95, 1.47)
H (-0.39, 1.22, 2.16)
H (-0.73, 0.07, -0.56)
H (-0.87, -1.15, 0.65)
H (1.05, -1.44, -1.94)
H (3.16, -0.87, -1.32)

These are the Mulliken partial charges, in e, on atoms 1 to 6: atom 1 (C): -0.410, atom 2 (C): -1.229, atom 3 (C): -0.624, atom 4 (P): 0.036, atom 5 (P): 0.048, atom 6 (H): 0.204



[4]
Computed, not measured: a 2-piece molecular cluster, C3H8P2 overall, with ωB97M-V/def2-TZVPD.

Results
ΔE to the lowest compared entry with this formula, charge and spin: 47.7 kcal/mol
LUMO energy (alpha / beta): 0.0087 / -0.0313 hartree
molecular weight: 106.04 Da
highest occupied orbital energy (alpha / beta): -0.296 / -0.321 Eh

Element x y z (Å)
C (1.28, 0.49, 0.09)
C (-0.53, 1.72, 1.90)
C (-0.64, -2.27, -2.35)
P (-0.52, 0.88, 0.23)
P (0.38, -0.99, 0.77)
H (1.66, 0.38, -0.91)
H (1.98, 0.99, 0.76)
H (-1.52, 1.61, 2.33)
H (-0.32, 2.78, 1.77)
H (0.21, 1.28, 2.57)
H (-1.05, -3.20, -2.01)
H (0.34, -2.26, -2.77)
H (-1.26, -1.40, -2.39)

These are the Mulliken partial charges, in e, on atoms 1 to 6: atom 1 (C): -0.588, atom 2 (C): -0.990, atom 3 (C): -0.964, atom 4 (P): 0.046, atom 5 (P): -0.080, atom 6 (H): 0.341